This record from the OMol25 dataset describes a molecular structure, C30H40BCl5N12O3SW in a non-equilibrium geometry. The level of theory is wB97M-V/def2-TZVPD.

```
93
Properties=species:S:1:pos:R:3:forces:R:3
W -0.200474 0.379594 0.556792 0.2170 -0.1582 -0.2357
C -2.784676 -2.860676 2.076863 -0.0932 -0.2083 0.0817
C -2.538746 -1.782584 1.248164 0.0282 -0.0320 0.0889
N -1.342665 -1.244754 1.539459 0.1664 0.2429 -0.1444
N -0.801694 -1.991673 2.534045 -0.1114 0.1584 -0.1965
C -1.659173 -2.955736 2.880941 -0.1984 -0.2230 0.1695
B 0.535778 -1.548023 3.183782 -0.1308 -0.0714 0.3040
N 0.285335 -0.080287 3.607341 -0.0412 0.3955 0.2137
C 0.369465 0.527860 4.792480 -0.0311 -0.0844 0.0582
C -0.091543 1.841688 4.669564 0.1062 -0.0845 0.4052
C -0.431825 1.977678 3.355106 0.0699 -0.1387 0.0435
N -0.209818 0.815216 2.688205 0.4028 -0.0591 -0.7914
N 1.627342 -1.501537 2.059490 0.1726 0.4334 -0.3145
C 2.786057 -2.134415 1.997182 0.3775 -0.3370 0.1737
C 3.502447 -1.695650 0.874748 0.3006 -0.2437 0.1344
C 2.705592 -0.758533 0.289776 -0.1661 -0.0411 0.2986
N 1.563428 -0.611795 1.019459 -0.8603 0.2858 -0.4541
N 0.948142 -2.516063 4.241273 -0.2234 0.0032 -0.5089
C 1.086243 -3.881236 4.062028 -0.1739 0.5302 -0.2792
C 1.564876 -4.397946 5.217858 0.2799 -0.0065 0.5148
C 1.709741 -3.272311 6.071979 0.0714 0.1348 0.3168
N 1.344110 -2.141909 5.493205 0.0942 -0.8301 -0.2659
H -3.660945 -3.493999 2.096047 0.1529 0.1167 0.0210
H -3.158655 -1.388422 0.462689 0.0935 -0.1213 0.0356
H -1.436825 -3.644398 3.685470 -0.0082 0.1398 -0.1244
H 0.739105 -0.025836 5.643412 -0.0099 0.0197 -0.0429
H -0.159799 2.588240 5.449021 0.0261 -0.1638 -0.1092
H -0.818575 2.848167 2.852417 0.0996 -0.1979 0.0999
H 3.056826 -2.867580 2.750014 -0.0446 0.1785 -0.1304
H 4.483200 -2.019939 0.553689 -0.1816 0.0178 0.0993
H 2.883003 -0.187008 -0.596597 -0.1194 -0.0871 0.0128
H 0.834812 -4.371279 3.126421 0.0439 0.1625 0.1813
H 1.799669 -5.430952 5.434619 -0.0646 0.1899 0.0016
H 2.069100 -3.256112 7.092930 -0.0579 -0.0084 -0.1285
C -4.322535 0.442982 -2.113742 0.0653 -0.0857 0.0097
O -4.464590 0.878431 -0.746703 -0.0778 -0.2353 -0.4135
C -3.433906 0.954536 0.041274 0.2349 0.2203 0.0046
O -2.272400 0.574564 -0.275517 0.6712 0.1473 0.2193
N -3.794701 1.472550 1.208071 0.0671 -0.1972 -0.0721
N -2.853064 1.663909 2.191443 -0.0539 0.0968 0.0268
H -5.322836 0.459055 -2.521984 -0.1255 -0.0088 -0.0050
H -3.914721 -0.562906 -2.148256 0.0663 -0.0718 0.0027
H -3.692976 1.140012 -2.649483 0.1692 0.1137 -0.1101
H -4.768797 1.687708 1.354013 -0.2142 0.0664 -0.0677
H -3.046421 1.054574 2.976257 0.0367 -0.1370 0.1671
H -2.919724 2.619224 2.512183 0.0163 0.2138 0.0816
O 0.986256 1.003492 -1.226741 -0.3918 -0.2648 0.4046
S 2.092118 2.107297 -1.380430 0.0467 0.2393 0.0796
C 3.355232 1.387601 -2.449355 -0.0173 -0.1679 -0.0497
C 3.802447 2.573888 -3.292165 -0.0398 0.1362 -0.0623
C 2.521206 3.237174 -3.812640 0.1583 -0.0449 0.0530
C 1.514768 3.274981 -2.656977 -0.0031 -0.0104 -0.0247
H 2.871967 0.604473 -3.040595 0.0543 0.0853 0.0066
H 4.149558 0.962836 -1.833887 -0.0498 0.0732 -0.0382
H 4.448877 2.237080 -4.101194 0.0104 0.0136 0.0206
H 4.379273 3.278912 -2.685341 -0.0164 -0.0803 -0.0302
H 2.118597 2.666728 -4.647362 -0.0257 -0.0356 -0.0102
H 2.719716 4.242721 -4.173356 -0.0132 0.0382 -0.0275
H 0.509860 2.955964 -2.922618 -0.0563 0.0056 -0.0172
H 1.454416 4.251101 -2.175007 0.0046 -0.0476 0.0195
C 0.402197 -0.139854 -4.376921 -0.0539 -0.0468 0.0334
C -0.824239 -0.167068 -3.469684 0.1115 -0.4968 -0.1581
N -1.172444 -1.534756 -3.025732 -0.0151 0.1719 -0.1188
C -1.844625 -2.404386 -4.034667 0.2472 0.0118 -0.0637
C -0.912821 -3.248419 -4.904196 0.0497 0.0665 0.0400
C -0.797981 -2.024130 -1.858508 0.1255 0.1154 0.0708
C -1.009663 -3.494541 -1.617236 0.0142 -0.0707 0.0820
N -0.218110 -1.328636 -0.866330 -0.2189 0.6932 -0.2715
H 0.712635 0.896842 -4.536626 -0.0568 -0.1118 0.0234
H 0.193460 -0.567999 -5.355912 0.0497 0.0180 0.0392
H 1.226370 -0.692687 -3.921566 -0.0062 0.0243 -0.0390
H -1.676548 0.229846 -4.002816 -0.3167 0.0901 -0.0947
H -0.648540 0.444057 -2.609052 -0.0118 0.2259 0.4923
H -2.425393 -1.741400 -4.670652 -0.0624 0.0908 0.0132
H -2.550436 -3.050455 -3.522689 -0.0787 0.0274 0.0752
H -0.336851 -2.640359 -5.599254 -0.0246 -0.0311 0.0344
H -1.517979 -3.939642 -5.493809 0.0407 0.0485 0.0417
H -0.212551 -3.839732 -4.312030 -0.0534 0.0381 -0.1136
H -2.078179 -3.721753 -1.614485 0.0487 -0.0054 0.0352
H -0.605368 -3.789897 -0.651632 -0.0203 0.0116 0.0101
H -0.544214 -4.104793 -2.388270 -0.0574 0.0175 0.0528
H 0.148988 -2.003275 -0.221394 -0.0508 -0.4424 0.1574
Cl -1.546527 3.227973 -1.131950 -0.0099 -0.2837 0.1517
C -0.363814 3.569329 0.096851 0.1063 -0.7576 0.0852
C 0.335767 2.540360 0.777141 -0.0609 0.2021 -0.0084
C 1.425978 3.005350 1.573481 -0.2667 -0.4657 -0.2489
Cl 2.591904 1.943903 2.295870 -0.2909 -0.2180 -0.1585
C 1.681431 4.352365 1.780904 0.2270 0.0012 0.1338
Cl 2.974792 4.843880 2.775703 0.0888 0.1681 0.0719
C 0.881977 5.315385 1.180008 -0.0347 0.2941 0.0058
Cl 1.164704 6.959899 1.463019 0.0296 0.2062 0.0348
C -0.124456 4.919251 0.310024 -0.1154 0.2213 -0.0758
Cl -1.045914 6.098681 -0.507335 -0.0362 0.2107 -0.0290
```
Positions in Å, forces in eV/Å.

Results
E_tot: -4840.25473 Eh
⟨S²⟩: 0.759
net charge: +3
multiplicity: 2
ΔE to the lowest compared entry with this formula, charge and spin: 33.6 kcal/mol

Atom charges from the Löwdin analysis, given in e for atoms 1 to 4:
1 W 1.928
2 C 0.010
3 C -0.106
4 N -0.097